Entry 1:
The following is a quantum chemistry calculation of a 2-piece molecular cluster, C2H7NO3 overall in a non-equilibrium geometry, from the OMol25 dataset.

total charge	0
SMILES	NCC(=O)O.O
relative energy (zero: lowest compared OMol25 entry of this formula, charge and spin)	69.5	kJ/mol
LUMO energy	0.71	eV

```
13
Properties=species:S:1:pos:R:3:forces:R:3
O 0.392 -0.554 0.176 0.13 0.13 0.19
C -0.193 -0.690 -0.860 -0.19 -0.41 -0.32
O -0.329 -1.909 -1.452 0.60 0.39 0.19
C -0.876 0.409 -1.633 -0.87 0.02 0.67
N -1.412 1.457 -0.746 0.20 -0.20 -0.07
H 0.297 -2.472 -0.962 -0.33 -0.12 -0.12
H -1.724 -0.052 -2.144 0.28 0.04 -0.33
H -0.187 0.818 -2.371 0.10 -0.04 -0.02
H -2.408 1.319 -0.676 -0.14 0.12 0.06
H -1.048 1.351 0.198 0.21 0.07 -0.24
H 1.322 0.558 3.692 0.02 0.00 -0.12
H 2.546 1.220 4.300 0.03 0.03 -0.04
O 2.088 1.095 3.463 -0.04 -0.03 0.15
```
Forces are in eV/Å.

Entry 2:
The following is a quantum chemistry calculation of C2H5O3Pt as an isolated structure in a non-equilibrium geometry, from the OMol25 dataset.

2S+1	3
total charge	+1
expectation value of S²	2.02
relative energy (zero: lowest compared OMol25 entry of this formula, charge and spin)	117.0	kJ/mol
LUMO energy (spin up / spin down)	-6.72 / -6.37	eV

```
11
Properties=species:S:1:pos:R:3:forces:R:3
H 1.416 4.655 2.479 0.54 -0.93 -0.27
O -0.215 3.816 1.639 -0.21 -0.36 2.38
O 0.241 4.109 0.365 2.76 9.24 4.41
C 0.599 3.934 2.589 -0.73 2.53 0.53
H 0.151 3.779 3.575 0.18 -0.59 -0.28
Pt -0.281 2.760 -0.520 -3.22 7.15 -7.09
O -0.146 1.185 -0.414 -0.11 -15.93 -0.10
C 0.489 0.237 0.346 2.10 -1.01 2.81
H -0.047 -0.731 0.348 0.09 0.69 0.02
H 1.523 0.076 -0.015 -0.52 0.01 -0.26
H 0.687 0.629 1.453 -0.87 -0.79 -2.14
```
Forces are in eV/Å.

Entry 3:
The following is a quantum chemistry calculation of C5H12O in the gas phase in a non-equilibrium geometry, from the OMol25 dataset.

total charge	0
SMILES	CC(C)[C@@H](C)O
relative energy (zero: lowest compared OMol25 entry of this formula, charge and spin)	57.8	kJ/mol
LUMO energy	1.00	eV

```
18
Properties=species:S:1:pos:R:3:forces:R:3
C -1.725 -0.893 -0.300 0.20 -0.82 -0.88
C -0.587 0.074 -0.405 0.69 1.08 0.35
C -0.762 1.179 0.643 -1.21 0.18 0.70
C 0.781 -0.627 -0.202 -1.61 -0.74 -1.36
C 1.941 0.265 -0.507 2.29 0.36 -0.12
H -1.674 -1.618 -1.144 -0.08 0.14 0.76
H -2.656 -0.384 -0.383 -0.86 0.51 -0.21
H -1.742 -1.373 0.666 0.20 -0.50 0.22
H -0.655 0.589 -1.376 0.37 -0.36 0.00
H -0.084 2.038 0.571 -0.11 -0.27 -0.14
H -1.808 1.555 0.532 0.79 0.02 0.13
H -0.713 0.781 1.683 0.06 0.17 -0.69
H 0.767 -1.537 -0.855 0.28 0.66 0.35
H 1.814 1.284 -0.032 0.23 -1.10 -0.47
H 2.146 0.427 -1.624 -0.43 -0.33 1.62
H 2.870 -0.251 -0.033 -1.30 1.07 -0.96
H 1.266 -0.377 1.650 -1.20 -2.09 -0.99
O 0.821 -1.132 1.116 1.69 2.03 1.70
```
Forces are in eV/Å.

Entry 4:
The following is a quantum chemistry calculation of a 7-piece molecular cluster, C34H54F18N2O16S overall in a non-equilibrium geometry, from the OMol25 dataset.

total charge	0
SMILES	CCCN[C@@H](CN)OCCCCCS(=O)(=O)O.CCOC(=O)C(F)(F)F.CCOC(=O)C(F)(F)F.CCOC(=O)C(F)(F)F.CCOC(=O)C(F)(F)F.CCOC(=O)C(F)(F)F.CCOC(=O)C(F)(F)F
LUMO energy	-0.41	eV

```
125
Properties=species:S:1:pos:R:3:forces:R:3
C -4.381 -2.423 -4.109 0.43 0.45 -0.05
C -3.144 -1.517 -4.064 -0.28 -0.09 0.52
C -1.959 -2.262 -3.445 -0.17 -0.12 -0.58
N -0.645 -1.749 -3.848 -0.08 -0.09 0.77
C -0.154 -0.597 -3.120 0.17 0.23 -0.21
C -0.745 0.724 -3.623 0.02 -0.27 -0.96
N -0.431 0.851 -5.059 0.17 0.05 0.37
O -0.220 -0.769 -1.697 0.00 0.19 -0.08
C -1.263 -0.118 -0.998 -0.26 -0.34 0.41
C -1.374 -0.755 0.396 0.11 0.42 -0.11
C -1.337 0.267 1.529 0.25 -0.43 0.40
C 0.050 0.908 1.719 -0.47 0.23 0.30
C 0.273 1.244 3.202 0.27 -0.40 -0.32
S 1.249 2.703 3.446 -1.06 0.73 0.48
O 1.312 3.009 4.841 0.39 -0.57 0.06
O 0.759 3.735 2.592 0.32 0.00 -0.46
O 2.694 2.305 2.904 -0.13 -0.31 -0.01
H -4.635 -2.716 -3.090 -0.09 -0.22 -0.04
H -5.230 -1.887 -4.529 -0.08 -0.11 -0.07
H -4.162 -3.305 -4.710 -0.20 -0.12 0.01
H -2.877 -1.152 -5.055 0.01 -0.03 -0.06
H -3.414 -0.664 -3.435 0.12 0.18 -0.18
H -2.011 -3.283 -3.833 0.10 -0.04 0.04
H -2.093 -2.346 -2.361 0.09 0.07 0.07
H 0.018 -2.488 -3.644 0.05 -0.02 -0.25
H 0.909 -0.524 -3.353 0.04 -0.17 0.05
H -1.825 0.745 -3.500 0.01 0.20 0.35
H -0.270 1.556 -3.108 -0.17 -0.03 0.33
H -1.254 0.739 -5.629 0.04 -0.02 -0.10
H -0.006 1.743 -5.261 -0.13 0.06 -0.08
H -2.225 -0.242 -1.503 0.04 0.13 -0.15
H -1.071 0.954 -0.890 0.07 0.05 -0.15
H -0.519 -1.421 0.517 -0.05 -0.14 -0.02
H -2.282 -1.351 0.480 0.01 -0.08 -0.07
H -1.590 -0.263 2.452 -0.06 -0.01 0.00
H -2.090 1.049 1.418 -0.04 0.00 -0.11
H 0.831 0.224 1.393 0.04 0.06 -0.19
H 0.097 1.834 1.148 0.22 -0.07 -0.16
H 0.757 0.409 3.715 0.03 0.08 0.15
H -0.660 1.428 3.734 0.00 0.28 -0.01
H 2.867 1.372 3.096 0.19 0.00 0.09
C 4.595 2.510 6.119 0.10 0.06 0.24
C 4.817 1.040 5.860 -0.11 0.22 -0.48
O 5.505 0.402 6.955 -0.04 -0.15 0.08
C 4.742 0.045 7.974 0.03 0.13 -0.20
O 3.563 0.221 8.083 -0.07 -0.10 0.10
C 5.588 -0.697 9.027 0.00 0.06 0.08
F 6.752 -0.085 9.235 0.06 0.02 0.02
F 5.836 -1.942 8.602 0.02 -0.08 -0.05
F 4.933 -0.769 10.178 -0.06 -0.02 0.06
H 5.537 3.016 6.331 0.04 -0.04 -0.10
H 4.130 2.976 5.252 -0.03 0.00 0.00
H 3.942 2.656 6.976 -0.08 -0.04 -0.04
H 5.457 0.887 4.992 0.14 -0.05 0.12
H 3.873 0.524 5.679 -0.02 -0.04 0.16
C -3.229 -5.941 -9.455 -0.11 0.09 -0.20
C -2.934 -5.136 -8.212 0.13 -0.44 0.00
O -3.124 -3.729 -8.475 0.01 0.15 0.17
C -4.367 -3.287 -8.418 0.12 -0.23 -0.05
O -5.353 -3.916 -8.169 -0.08 0.07 0.00
C -4.384 -1.770 -8.687 0.01 0.02 -0.11
F -3.593 -1.437 -9.707 0.03 0.02 -0.02
F -3.961 -1.117 -7.597 0.03 0.08 0.10
F -5.617 -1.356 -8.969 -0.10 0.00 0.03
H -2.628 -5.583 -10.291 0.04 -0.03 0.01
H -3.015 -6.997 -9.295 0.02 0.01 0.07
H -4.276 -5.839 -9.738 -0.01 -0.06 0.04
H -1.893 -5.234 -7.912 0.03 0.17 -0.06
H -3.555 -5.448 -7.373 -0.13 0.16 -0.02
C 2.385 -3.151 9.023 0.03 -0.24 -0.14
C 1.302 -2.556 8.151 0.09 0.34 0.41
O 1.276 -3.184 6.850 -0.06 0.01 -0.12
C 0.604 -4.321 6.760 0.05 0.18 0.16
O 0.017 -4.887 7.632 -0.02 -0.09 -0.05
C 0.638 -4.821 5.302 0.03 -0.09 0.01
F 1.859 -4.702 4.772 0.06 0.01 -0.05
F -0.209 -4.096 4.557 -0.05 0.07 -0.05
F 0.273 -6.093 5.233 -0.04 -0.07 0.00
H 3.352 -3.092 8.523 0.01 0.08 0.03
H 2.444 -2.610 9.966 0.00 0.04 -0.01
H 2.184 -4.201 9.235 -0.05 0.02 0.05
H 1.504 -1.505 7.958 0.04 -0.04 -0.15
H 0.321 -2.631 8.618 -0.04 -0.17 -0.09
C -5.783 -1.349 -13.681 0.03 -0.22 -0.11
C -6.415 -1.834 -12.395 0.04 0.46 0.00
O -6.799 -3.222 -12.496 -0.02 -0.11 0.05
C -5.845 -4.107 -12.269 -0.07 0.23 0.03
O -4.702 -3.885 -11.992 0.08 -0.07 0.07
C -6.424 -5.533 -12.363 0.03 -0.03 -0.04
F -7.232 -5.664 -13.416 -0.04 -0.02 -0.05
F -7.124 -5.808 -11.257 -0.05 -0.01 0.07
F -5.444 -6.424 -12.470 0.07 -0.06 0.01
H -6.453 -1.522 -14.524 -0.04 0.07 0.02
H -5.572 -0.283 -13.614 -0.01 0.01 0.02
H -4.850 -1.875 -13.881 0.03 0.04 0.06
H -7.339 -1.299 -12.189 -0.08 -0.13 -0.02
H -5.750 -1.696 -11.544 0.04 -0.14 -0.03
C 1.953 4.483 7.647 -0.04 0.23 0.11
C 1.680 3.544 8.798 -0.09 -0.21 -0.40
O 2.357 3.973 10.001 0.01 -0.02 0.11
C 1.738 4.895 10.721 -0.03 -0.13 -0.18
O 0.684 5.407 10.490 -0.01 0.07 0.07
C 2.570 5.208 11.980 0.02 0.08 0.01
F 3.869 5.324 11.692 0.07 0.01 0.00
F 2.428 4.221 12.873 -0.01 -0.08 0.04
F 2.163 6.340 12.540 -0.04 0.06 0.04
H 3.026 4.590 7.491 0.02 -0.03 -0.04
H 1.501 4.092 6.734 0.09 0.06 0.14
H 1.549 5.477 7.842 -0.08 -0.05 0.02
H 2.077 2.551 8.592 0.08 0.01 0.12
H 0.613 3.446 8.993 0.00 0.11 0.11
C 3.772 4.013 0.672 0.36 0.16 -0.31
C 3.356 5.449 0.894 -0.37 -0.28 0.12
O 4.508 6.317 0.972 0.03 0.11 -0.01
C 5.009 6.724 -0.182 -0.18 -0.12 0.09
O 4.615 6.454 -1.278 0.07 0.04 -0.06
C 6.199 7.670 0.076 0.06 -0.02 -0.04
F 6.995 7.200 1.040 0.05 -0.01 0.05
F 5.747 8.871 0.457 -0.04 0.07 0.04
F 6.920 7.823 -1.026 0.03 0.02 -0.08
H 4.467 3.694 1.448 -0.07 -0.03 0.08
H 2.898 3.371 0.689 -0.07 -0.02 0.01
H 4.271 3.896 -0.291 -0.06 0.05 -0.03
H 2.845 5.561 1.848 0.11 0.07 0.05
H 2.682 5.798 0.114 0.13 0.07 -0.09
```
Forces are in eV/Å.

Entry 5:
The following is a quantum chemistry calculation of a 4-piece molecular cluster, CH9O4 overall in a non-equilibrium geometry, from the OMol25 dataset.

total charge	-1
relative energy (zero: lowest compared OMol25 entry of this formula, charge and spin)	82.2	kJ/mol
LUMO energy	4.32	eV

```
14
Properties=species:S:1:pos:R:3:forces:R:3
C -0.465 1.530 -1.226 -1.08 -0.16 0.69
O -0.634 1.000 0.042 1.17 -0.20 0.18
H 0.559 1.567 -1.615 0.34 0.42 0.32
H -0.972 0.906 -1.963 -0.47 -0.07 -0.52
H -0.970 2.505 -1.164 0.41 0.42 -1.01
H 2.074 -0.958 -0.069 -0.17 0.02 -0.22
H 0.709 -1.292 0.272 0.18 -0.18 -0.55
O 1.413 -1.629 -0.318 -0.15 0.06 0.57
H -1.197 -1.548 -0.307 -0.48 0.94 0.27
H -2.182 -0.488 0.371 1.06 0.57 -0.45
O -1.943 -1.413 0.297 -0.51 -1.72 0.15
H 0.564 0.945 0.570 -0.57 -0.86 0.98
H 1.359 0.006 1.840 -0.47 -0.02 0.21
O 1.515 0.672 1.175 0.71 0.76 -0.63
```
Forces are in eV/Å.

Entry 6:
The following is a quantum chemistry calculation of C17H29ClSi2Zn as an isolated structure in a non-equilibrium geometry, from the OMol25 dataset.

total charge	-2
LUMO energy	4.62	eV

```
50
Properties=species:S:1:pos:R:3:forces:R:3
C 2.604 -3.260 0.788 -0.58 0.00 -0.58
C 2.566 -2.971 -0.602 -0.59 -0.42 0.52
C 1.207 -3.064 -1.038 0.24 0.22 0.59
H 3.407 -2.677 -1.220 -0.16 -0.05 0.09
C 0.412 -3.429 0.094 0.56 0.38 0.33
C 1.273 -3.516 1.227 0.01 -0.09 -0.65
H 0.986 -3.764 2.248 -0.02 0.00 -0.18
H 3.483 -3.306 1.422 -0.01 0.17 -0.09
H 0.845 -2.916 -2.056 0.14 -0.04 0.23
H -0.661 -3.611 0.091 0.14 0.09 -0.01
Zn 0.912 -0.264 -0.115 0.06 -1.29 0.23
Cl 2.962 0.177 -0.520 0.35 0.53 0.22
C 1.516 1.687 -3.823 0.00 -0.69 -0.59
C 0.291 1.057 -4.197 0.83 -0.21 -0.33
C 0.596 -0.230 -4.721 0.67 0.54 0.05
H -0.699 1.491 -4.095 0.03 -0.07 -0.04
C 2.017 -0.392 -4.681 -0.29 0.65 0.17
C 2.582 0.789 -4.103 -0.89 -0.14 -0.62
H 3.640 0.996 -3.954 -0.21 -0.13 0.06
H 1.615 2.682 -3.401 0.02 -0.15 0.03
H -0.123 -0.931 -5.137 0.12 0.03 0.13
H 2.577 -1.239 -5.081 -0.16 0.13 0.27
C -2.549 0.856 3.315 -0.24 0.22 0.06
Si -1.298 -0.295 2.479 0.70 -0.39 -0.72
C 0.261 -0.250 3.508 -0.04 -0.14 0.49
C -2.101 -1.982 2.656 -0.10 -0.19 0.26
C -0.863 0.059 0.707 -1.07 0.38 0.59
Si -1.021 1.888 0.333 1.02 -1.01 -1.20
C -0.027 2.948 1.512 -0.15 0.29 0.31
C -0.112 1.991 -1.305 -0.44 0.44 0.76
C -2.697 2.621 -0.051 -0.47 0.19 0.24
H -2.697 0.472 4.334 0.00 0.08 -0.08
H -3.528 0.831 2.817 0.16 -0.01 0.02
H -2.244 1.907 3.399 0.00 -0.18 -0.06
H -0.040 -0.492 4.543 0.37 0.10 -0.13
H 0.961 -1.020 3.144 -0.19 0.26 0.12
H 0.757 0.733 3.492 -0.12 -0.29 0.01
H -2.963 -2.068 1.976 0.21 -0.05 0.14
H -1.390 -2.792 2.446 -0.18 0.21 -0.06
H -2.469 -2.091 3.689 0.02 -0.10 -0.21
H -1.569 -0.542 0.098 0.25 0.35 0.01
H 1.045 2.724 1.399 -0.33 0.03 0.03
H -0.206 3.986 1.188 0.19 -0.14 0.25
H -0.310 2.841 2.567 0.12 0.16 -0.16
H -0.428 1.134 -1.914 0.22 0.37 -0.09
H -0.391 2.920 -1.808 0.23 -0.09 -0.37
H 0.983 1.964 -1.183 -0.36 0.04 -0.24
H -3.270 1.958 -0.709 0.12 0.02 0.07
H -3.301 2.830 0.833 -0.13 0.02 0.04
H -2.538 3.562 -0.591 -0.04 -0.07 0.09
```
Forces are in eV/Å.